C82H181BF22N9O3P3 | wB97M-V/def2-TZVPD

**Frontier orbital gap**: 6.63 eV
**HOMO energy**: -0.4851 Eh
**Charge**: +4

Last column: Mulliken charge in e.
CARTESIAN COORDINATES (ANGSTROEM)
C -1.46 2.09 -4.15  -1.73
C -0.49 1.20 -4.93  -0.15
C -0.75 1.16 -6.42  0.16
C 0.19 0.09 -7.06  -1.38
N 0.20 0.31 -8.61  0.40
C 0.96 -0.94 -9.24  -0.49
C 1.37 -0.40 -10.56  -0.98
C 1.63 1.08 -10.42  -0.59
C 1.21 1.40 -8.99  -0.25
C -1.19 0.54 -9.23  -0.86
H -1.13 2.04 -3.11  0.09
H -2.47 1.70 -4.20  0.38
H -1.50 3.13 -4.49  0.50
H -0.62 0.16 -4.64  0.50
H 0.55 1.44 -4.71  0.15
H -0.43 2.11 -6.86  0.20
H -1.82 0.93 -6.47  0.52
H -0.15 -0.94 -6.98  0.43
H 1.19 0.05 -6.63  0.22
H 0.27 -1.78 -9.34  0.39
H 1.78 -1.20 -8.57  0.41
H 0.55 -0.62 -11.26  0.30
H 2.20 -0.97 -10.97  0.48
H 1.25 1.66 -11.26  0.44
H 2.72 1.17 -10.52  0.16
H 0.78 2.39 -8.82  0.36
H 2.01 1.40 -8.26  0.21
H -1.17 0.35 -10.30  0.43
H -1.51 1.58 -9.13  0.30
H -1.80 -0.23 -8.75  0.35
C -2.19 1.72 6.81  -1.08
C -3.05 2.89 7.42  -0.63
C -4.53 2.56 7.16  0.22
C -5.35 3.85 7.27  -1.14
N -6.91 3.69 7.24  0.21
C -7.37 3.10 5.86  -0.67
C -8.83 3.54 5.67  -0.67
C -9.02 4.73 6.67  -0.68
C -7.70 5.04 7.26  -0.55
C -7.39 2.87 8.44  -0.88
H -2.66 0.75 7.01  0.46
H -1.12 1.78 6.99  0.47
H -2.28 1.71 5.72  0.04
H -2.84 3.86 6.99  0.43
H -2.86 2.79 8.49  0.34
H -4.77 1.90 7.99  0.24
H -4.67 2.02 6.22  -0.12
H -5.14 4.64 6.55  0.53
H -5.21 4.39 8.21  0.36
H -7.15 2.04 5.98  0.52
H -6.73 3.59 5.12  0.35
H -9.43 2.68 5.96  0.32
H -9.07 3.91 4.67  0.37
H -9.80 4.63 7.44  0.33
H -9.38 5.58 6.09  0.36
H -7.84 5.56 8.20  0.40
H -7.19 5.70 6.55  0.37
H -6.78 2.00 8.67  0.32
H -8.44 2.60 8.29  0.42
H -7.24 3.36 9.39  0.38
C -5.38 -9.75 1.03  -1.16
C -5.96 -9.19 -0.25  -0.75
C -4.86 -8.88 -1.33  -0.72
C -4.06 -7.56 -1.15  -0.81
N -3.22 -7.17 -2.42  0.60
C -2.36 -5.97 -2.13  -0.48
C -2.25 -5.30 -3.47  0.63
C -3.51 -5.62 -4.29  -0.82
C -4.21 -6.73 -3.53  -0.78
C -2.46 -8.43 -2.82  -0.98
H -6.12 -9.48 1.78  0.31
H -4.41 -9.50 1.47  0.34
H -5.37 -10.83 0.86  0.36
H -6.57 -8.32 -0.01  0.35
H -6.69 -9.89 -0.66  0.37
H -5.21 -8.89 -2.36  0.51
H -4.22 -9.76 -1.33  0.38
H -3.43 -7.71 -0.27  0.37
H -4.62 -6.66 -0.88  0.49
H -1.43 -6.36 -1.72  0.42
H -3.00 -5.42 -1.44  -0.10
H -1.40 -5.61 -4.09  0.33
H -2.25 -4.21 -3.40  -0.41
H -3.18 -5.95 -5.28  0.34
H -4.15 -4.77 -4.52  0.35
H -4.51 -7.59 -4.13  0.42
H -5.16 -6.38 -3.12  0.35
H -1.94 -8.89 -1.98  0.37
H -1.73 -8.13 -3.57  0.38
H -3.04 -9.25 -3.24  0.34
C 4.67 0.77 -0.74  -0.76
C 3.91 0.72 -2.06  0.49
C 4.02 -0.53 -2.92  -1.35
C 3.58 -1.83 -2.15  0.09
N 2.91 -2.92 -3.00  0.91
C 1.71 -2.46 -3.83  -0.01
C 0.94 -3.75 -4.11  -0.95
C 1.12 -4.56 -2.83  0.43
C 2.28 -4.03 -2.11  -0.36
C 4.02 -3.40 -4.00  -0.98
H 4.34 1.65 -0.19  0.01
H 5.75 0.85 -0.78  0.59
H 4.32 -0.03 -0.09  -0.23
H 4.37 1.52 -2.65  0.56
H 2.83 0.86 -2.13  -0.55
H 5.07 -0.68 -3.16  0.60
H 3.55 -0.36 -3.89  0.34
H 2.96 -1.61 -1.28  -0.30
H 4.53 -2.28 -1.85  0.32
H 2.03 -1.90 -4.70  0.26
H 1.12 -1.80 -3.19  -0.27
H 1.36 -4.33 -4.93  0.29
H -0.11 -3.55 -4.33  0.60
H 1.25 -5.63 -2.95  0.56
H 0.22 -4.47 -2.23  -0.53
H 3.03 -4.81 -1.97  0.37
H 2.09 -3.55 -1.15  -0.36
H 4.51 -2.53 -4.43  0.37
H 3.68 -4.06 -4.80  0.39
H 4.68 -4.02 -3.40  0.26
C -3.61 -0.76 -3.01  -1.36
C -3.29 -1.84 -1.95  0.90
C -4.18 -1.77 -0.66  -0.89
C -3.97 -0.46 0.10  1.03
N -5.08 -0.05 1.14  0.53
C -4.62 1.31 1.78  -0.46
C -3.97 1.10 3.16  1.04
C -3.85 -0.39 3.26  0.65
C -4.97 -0.97 2.36  -1.06
C -6.51 -0.03 0.55  -0.99
H -3.34 0.25 -2.68  -0.14
H -4.67 -0.75 -3.23  0.42
H -3.07 -0.86 -3.95  0.52
H -2.24 -1.78 -1.65  -0.32
H -3.49 -2.78 -2.47  -0.22
H -3.90 -2.60 -0.02  0.26
H -5.17 -1.82 -1.12  0.41
H -3.79 0.36 -0.60  -0.16
H -3.05 -0.58 0.67  -0.82
H -5.59 1.76 2.01  0.46
H -4.05 1.91 1.07  0.01
H -4.51 1.50 4.02  -0.99
H -3.02 1.62 3.14  0.23
H -3.89 -0.70 4.30  0.79
H -2.89 -0.66 2.83  -0.99
H -5.94 -0.97 2.87  0.48
H -4.75 -1.97 1.99  0.48
H -6.76 -1.06 0.31  0.42
H -6.55 0.64 -0.31  0.19
H -7.21 0.18 1.36  0.41
C 3.47 -5.55 7.26  -1.48
C 2.30 -5.72 6.32  -0.51
C 2.29 -4.69 5.22  -0.13
C 0.83 -4.31 4.87  -1.21
N 0.61 -3.68 3.45  1.06
C 1.61 -2.53 3.11  0.44
C 1.06 -1.31 3.90  0.64
C -0.38 -1.59 4.19  -0.07
C -0.67 -2.90 3.36  -0.58
C 0.62 -4.61 2.30  -0.85
H 3.26 -4.89 8.10  0.37
H 4.48 -5.28 6.95  0.32
H 3.66 -6.46 7.84  0.43
H 1.36 -5.70 6.88  0.42
H 2.37 -6.72 5.90  0.37
H 2.89 -4.91 4.34  0.47
H 2.80 -3.80 5.60  -0.09
H 0.61 -3.62 5.69  0.37
H 0.13 -5.14 4.87  0.56
H 1.54 -2.42 2.03  -0.98
H 2.62 -2.69 3.50  0.43
H 1.12 -0.40 3.30  -0.64
H 1.74 -1.15 4.74  0.01
H -0.95 -0.74 3.80  -0.22
H -0.61 -1.81 5.23  0.35
H -0.86 -2.57 2.34  -0.23
H -1.49 -3.50 3.75  0.79
H 1.60 -5.08 2.37  0.21
H 0.35 -4.11 1.37  0.38
H 0.08 -5.51 2.60  0.11
C 1.68 2.82 4.08  -0.44
C 2.31 4.10 3.54  -0.51
C 1.33 5.07 2.83  -1.11
C 0.84 4.66 1.42  0.11
N -0.09 5.69 0.76  0.85
C -1.49 5.66 1.31  -0.69
C -2.49 5.74 0.14  -1.05
C -1.87 4.86 -0.89  0.72
C -0.41 5.24 -0.75  -0.20
C 0.44 7.19 0.74  -1.01
H 2.37 2.04 4.41  0.17
H 1.25 2.32 3.21  -0.16
H 0.83 3.09 4.70  0.34
H 3.11 3.80 2.85  0.19
H 2.71 4.69 4.36  0.41
H 1.90 5.97 2.59  0.44
H 0.57 5.39 3.54  0.32
H 0.22 3.78 1.56  0.00
H 1.68 4.59 0.72  0.16
H -1.59 6.44 2.07  0.42
H -1.69 4.74 1.86  0.27
H -2.62 6.76 -0.21  0.41
H -3.51 5.41 0.36  0.45
H -2.23 5.18 -1.87  0.52
H -2.03 3.82 -0.61  -0.77
H -0.21 6.11 -1.38  0.14
H 0.24 4.39 -0.98  -0.05
H -0.33 7.80 0.27  0.43
H 1.27 7.24 0.03  0.24
H 0.76 7.48 1.75  0.36
C 9.60 0.21 8.84  -1.10
C 9.72 -0.63 7.54  -0.80
C 8.37 -1.01 7.00  -0.59
C 7.65 0.24 6.46  -0.92
N 6.42 -0.11 5.57  0.66
C 6.87 -0.76 4.27  -0.88
C 6.20 0.05 3.11  -0.23
C 5.07 0.82 3.84  0.82
C 5.73 1.28 5.16  -0.87
C 5.32 -0.95 6.34  -0.86
H 8.71 -0.08 9.40  0.30
H 9.30 1.20 8.51  0.30
H 10.49 0.27 9.46  0.36
H 10.24 -1.57 7.75  0.36
H 10.33 -0.13 6.79  0.40
H 7.69 -1.36 7.78  0.33
H 8.44 -1.79 6.24  0.53
H 8.40 0.76 5.87  0.48
H 7.18 0.79 7.28  0.44
H 6.47 -1.78 4.27  0.37
H 7.95 -0.89 4.21  0.39
H 5.83 -0.59 2.31  -0.03
H 6.84 0.85 2.74  0.44
H 4.19 0.19 4.03  -0.69
H 4.81 1.67 3.22  0.19
H 5.01 1.59 5.92  0.38
H 6.54 1.96 4.92  0.39
H 5.86 -1.90 6.43  0.53
H 4.37 -1.10 5.84  -0.06
H 5.15 -0.52 7.33  0.41
C 4.16 4.02 -10.18  -0.95
C 4.67 4.95 -9.04  -0.94
C 4.10 4.73 -7.59  -0.48
C 2.55 4.84 -7.41  -0.09
N 2.17 5.11 -5.91  0.34
C 0.67 5.20 -5.88  -0.31
C 0.42 6.13 -4.73  -0.13
C 1.63 7.05 -4.51  -0.66
C 2.71 6.48 -5.43  -0.65
C 2.74 3.97 -5.01  -0.86
H 3.09 4.21 -10.27  0.25
H 4.34 2.97 -9.94  0.20
H 4.66 4.24 -11.12  0.42
H 4.42 5.98 -9.31  0.39
H 5.74 4.83 -8.92  0.41
H 4.66 5.26 -6.82  0.50
H 4.47 3.70 -7.51  0.31
H 2.08 3.91 -7.72  -0.60
H 2.20 5.72 -7.94  0.75
H 0.34 4.16 -5.76  -0.33
H 0.39 5.60 -6.85  0.66
H 0.35 5.48 -3.86  -0.34
H -0.49 6.69 -4.95  0.75
H 1.95 7.07 -3.46  0.31
H 1.32 8.03 -4.84  0.34
H 3.64 6.42 -4.88  0.35
H 2.96 7.06 -6.32  0.48
H 2.07 3.98 -4.14  0.49
H 3.77 4.24 -4.78  0.24
H 2.76 3.02 -5.54  0.08
B -2.76 -6.03 2.26  0.03
F -2.30 -5.20 1.29  0.21
F -4.13 -6.12 2.15  -0.39
F -2.32 -7.34 1.95  -0.44
F -2.38 -5.62 3.50  -0.25
O 4.71 4.38 0.03  -0.44
C 4.33 4.90 -1.15  0.74
O 4.79 4.36 -2.18  -0.75
O 3.55 5.84 -1.17  -0.73
H 5.08 3.77 -0.61  0.26
P 0.03 0.37 -0.14  1.40
F 0.62 1.85 0.03  -0.34
F 0.44 0.26 -1.74  -0.26
F 1.58 -0.17 0.29  -0.32
F -0.49 -1.19 -0.09  -0.61
F -0.21 0.38 1.45  -0.61
F -1.43 0.95 -0.54  -0.17
P 4.79 -3.81 1.07  1.59
F 5.56 -2.56 0.38  -0.36
F 5.03 -3.29 2.56  -0.37
F 3.37 -2.96 1.05  -0.30
F 3.87 -5.08 1.65  -0.42
F 4.52 -4.38 -0.40  -0.33
F 6.18 -4.68 1.22  -0.41
P -5.81 3.37 -2.72  1.28
F -6.51 3.33 -4.21  -0.40
F -5.71 1.73 -2.64  -0.31
F -4.41 3.53 -3.52  -0.33
F -4.91 3.44 -1.27  -0.40
F -6.04 5.00 -2.71  -0.39
F -7.26 3.29 -1.93  -0.40